No. 1
The following is a DFT calculation (wB97M-V/def2-TZVPD) of 2 unconnected molecules or ions with the total composition H3O2PS at a distorted geometry.

Properties
* SMILES string: O=PS.O
* electronic energy: -24267.868 eV
* energy relative to the best compared isomer or geometry (same formula, charge and spin): 145.73 kJ/mol

Geometry as ORCA input:
```
! wB97M-V def2-TZVPD RIJCOSX def2/J DEFGRID3
* xyz 0 1
O 0.143 2.465 1.068
O 0.484 -0.617 0.090
P -0.745 2.369 2.198
S -2.138 0.900 1.697
H 0.199 0.153 -0.400
H 1.157 -0.378 0.697
H -1.415 0.654 0.509
*
```

---

No. 2
The following is a DFT calculation (wB97M-V/def2-TZVPD) of a molecular structure, C24H41F3KN3Sb.

Properties
* electronic energy: -61030.635 eV
* energy relative to the best compared isomer or geometry (same formula, charge and spin): 116.04 kJ/mol

Geometry as ORCA input:
```
! wB97M-V def2-TZVPD RIJCOSX def2/J DEFGRID3
* xyz 1 1
K 0.082 0.122 -0.769
N -3.376 0.594 4.711
C -2.160 0.893 3.860
C -0.913 0.375 4.578
C 0.051 -0.321 3.601
N 0.482 0.621 2.578
C -0.624 -1.534 2.958
C -2.050 -1.255 2.456
N -2.187 -1.670 1.069
C -2.349 0.252 2.496
H -3.291 0.983 5.657
H -3.470 -0.428 4.780
H -4.225 0.973 4.277
H -2.119 1.979 3.748
H -1.187 -0.352 5.342
H -0.385 1.191 5.072
H 0.898 -0.701 4.192
H 1.096 0.119 1.939
H 1.035 1.357 3.005
H -0.633 -2.360 3.672
H -0.004 -1.847 2.111
H -2.770 -1.788 3.109
H -3.146 -1.916 0.847
H -1.613 -2.484 0.889
H -3.355 0.438 2.114
H -1.629 0.719 1.825
C 0.036 5.409 -1.817
C -1.377 4.873 -1.982
C -2.399 5.988 -1.858
Sb -1.600 3.149 -0.616
C -3.254 2.070 -1.621
C -4.458 2.895 -2.032
C -2.664 1.398 -2.849
C -2.620 3.881 1.229
C -1.570 4.516 2.129
C -3.800 4.816 1.070
H 0.221 6.217 -2.521
H 0.778 4.630 -1.997
H 0.188 5.802 -0.813
H -1.468 4.415 -2.973
H -2.202 6.602 -0.984
H -3.417 5.608 -1.805
H -2.336 6.634 -2.731
H -3.572 1.299 -0.908
H -4.176 3.672 -2.738
H -4.946 3.355 -1.178
H -5.194 2.257 -2.521
H -2.319 2.147 -3.560
H -3.413 0.787 -3.351
H -1.823 0.751 -2.596
H -2.974 2.943 1.676
H -1.209 5.444 1.691
H -0.710 3.860 2.285
H -2.005 4.771 3.096
H -3.486 5.766 0.651
H -4.256 5.017 2.041
H -4.569 4.390 0.433
F 3.968 -8.427 2.955
C 4.541 -7.797 1.905
F 4.574 -8.692 0.908
F 5.824 -7.589 2.269
C 3.830 -6.526 1.554
C 3.277 -6.330 0.294
C 2.629 -5.147 0.007
C 2.521 -4.131 0.965
C 3.077 -4.352 2.231
C 3.725 -5.532 2.522
C 1.881 -2.906 0.632
C 1.350 -1.847 0.335
H 3.359 -7.101 -0.455
H 2.203 -4.991 -0.972
H 3.003 -3.582 2.986
H 4.159 -5.695 3.497
*
```

---

No. 3
The following is a DFT calculation (wB97M-V/def2-TZVPD) of a single C19H28N2O2 molecule.

Properties
* SMILES string: O=C(NC1CCCCCC1)c1ccc(CN2CCOCC2)cc1
* electronic energy: -27232.996 eV
* energy relative to the best compared isomer or geometry (same formula, charge and spin): 144.11 kJ/mol

Geometry as ORCA input:
```
! wB97M-V def2-TZVPD RIJCOSX def2/J DEFGRID3
* xyz 0 1
O -2.678 -2.537 0.466
C -2.103 -1.470 0.347
N -2.734 -0.283 0.485
H -2.201 0.570 0.473
C -4.141 -0.200 0.838
C -5.047 -0.465 -0.376
C -5.127 0.607 -1.475
C -3.908 1.520 -1.572
H -3.957 2.049 -2.527
C -3.805 2.566 -0.442
H -4.064 3.545 -0.850
C -4.725 2.330 0.756
C -4.411 1.097 1.604
H -5.255 0.931 2.276
H -3.538 1.298 2.233
H -4.658 3.205 1.409
H -5.756 2.277 0.411
H -2.771 2.641 -0.093
H -3.017 0.894 -1.609
H -5.241 0.095 -2.433
H -6.021 1.218 -1.345
H -6.052 -0.662 0.000
H -4.679 -1.396 -0.812
H -4.315 -1.046 1.519
C -0.640 -1.382 0.056
C -0.055 -0.318 -0.627
C 1.304 -0.314 -0.874
C 2.110 -1.360 -0.439
C 1.525 -2.424 0.234
C 0.163 -2.440 0.468
H -0.303 -3.269 0.978
H 2.137 -3.249 0.571
C 3.587 -1.326 -0.719
N 4.143 -0.019 -0.412
C 4.116 0.259 1.014
C 4.609 1.686 1.251
O 5.913 1.867 0.752
C 5.959 1.572 -0.624
C 5.498 0.142 -0.907
H 5.508 -0.037 -1.984
H 6.195 -0.566 -0.423
H 6.996 1.713 -0.934
H 5.313 2.272 -1.176
H 4.655 1.908 2.318
H 3.920 2.389 0.758
H 3.090 0.158 1.375
H 4.760 -0.445 1.572
H 4.096 -2.132 -0.160
H 3.748 -1.507 -1.788
H 1.762 0.508 -1.403
H -0.656 0.499 -0.999
*
```

---

No. 4
The following is a DFT calculation (wB97M-V/def2-TZVPD) of 3 unconnected molecules or ions with the total composition C14H26FIN3O6 at a distorted geometry.

Properties
* electronic energy: -42497.165 eV

Geometry as ORCA input:
```
! wB97M-V def2-TZVPD RIJCOSX def2/J DEFGRID3
* xyz -1 1
C -2.295 -0.215 4.042
C -1.788 1.219 3.391
C -2.577 1.717 2.011
C -0.723 2.095 3.950
C 0.865 2.090 3.540
C 1.580 0.614 3.549
C 1.715 -0.067 2.028
C 3.305 -0.407 1.651
C 0.887 -1.480 2.098
C 0.264 -1.996 0.673
N -0.838 -1.102 0.107
F -0.319 -0.039 -0.571
C -1.577 -1.895 -0.991
I -3.691 -2.225 -0.421
C -1.502 -1.101 -2.435
O -2.472 -0.203 -2.757
O -0.428 -1.365 -3.437
H -3.264 -0.123 4.698
H -1.396 -0.741 4.619
H -2.550 -0.938 3.136
H -3.687 2.048 2.261
H -2.613 0.847 1.195
H -2.057 2.669 1.518
H -1.065 2.886 4.773
H 0.994 2.635 2.494
H 1.434 2.782 4.322
H 2.666 0.760 4.017
H 1.021 -0.114 4.309
H 1.309 0.713 1.255
H 4.048 0.129 2.409
H 3.555 -0.118 0.522
H 3.485 -1.566 1.795
H -0.034 -1.324 2.834
H 1.560 -2.335 2.559
H 1.086 -2.258 -0.149
H -0.269 -3.039 0.902
H -1.114 -2.975 -1.112
C 2.399 -1.731 -4.560
N 3.433 -2.757 -4.864
O 4.424 -2.798 -4.126
O 3.221 -3.492 -5.835
H 2.715 -1.159 -3.685
H 2.312 -1.082 -5.434
H 1.463 -2.256 -4.360
C -1.961 2.163 -4.598
N -1.883 3.646 -4.508
O -2.756 4.219 -3.846
O -0.948 4.192 -5.105
H -2.828 1.819 -4.029
H -2.065 1.902 -5.653
H -1.039 1.758 -4.177
*
```

---

no.,frontier orbital gap (eV),lowest unoccupied orbital energy (eV)
1,9.355,-0.7
2,6.075,-3.4
3,9.652,0.7
4,6.260,1.6